No. 1
# C26H42BrNOP2W

C26H42BrNOP2W as an isolated structure in a non-equilibrium geometry (wB97M-V/def2-TZVPD, the Open Molecules 2025 dataset).

Structure (XYZ):
```
74
Properties=species:S:1:pos:R:3:forces:R:3:mulliken_spin:R:1
C 1.964472 4.019966 0.083826 -0.021 0.414 -0.164 -0.01
C 1.137384 3.129971 -0.637834 0.173 0.364 -0.517 0.02
C 1.124345 3.249417 -2.049633 0.382 0.079 0.064 0.00
C 2.028053 4.146002 -2.653122 -0.435 -0.069 0.294 0.01
N 2.873306 4.918748 -1.956437 -0.188 -0.507 0.165 -0.02
C 2.832928 4.871964 -0.621815 -0.351 -0.253 0.230 0.01
C 0.256436 2.270881 0.110685 -1.604 0.170 1.989 0.01
C -0.566588 2.258139 1.142463 1.325 -1.923 -1.239 -0.01
C -1.836131 2.604566 1.703083 -0.055 0.101 -0.432 0.10
C -2.488106 1.527255 2.356609 -1.165 -0.546 0.052 0.09
C -3.880833 1.417925 2.182222 2.352 -0.967 0.631 0.11
C -4.499264 2.443479 1.486290 -3.631 0.178 -0.638 0.14
C -3.922607 3.684620 1.160405 1.163 0.328 0.122 0.03
C -2.535171 3.746921 1.251481 -0.981 0.125 -0.221 -0.05
W -0.456350 0.055731 1.093501 1.358 2.950 -0.477 1.17
P 1.821226 -0.423657 0.596183 3.800 -0.896 -2.114 -0.06
H 0.354639 2.770197 -2.649096 0.362 -0.247 -0.001 0.00
H 1.848567 4.128040 1.157844 0.347 -0.243 -0.019 0.00
H 2.044633 4.261160 -3.744602 -0.030 -0.028 0.485 0.00
H 3.497041 5.547855 -0.067139 -0.289 -0.239 -0.327 0.00
H -1.967615 4.602327 0.892683 -0.196 -0.044 0.008 0.00
H -1.887033 0.780542 2.937729 -0.880 0.837 -0.360 -0.03
H -4.532303 4.520801 0.815090 0.195 -0.241 -0.057 0.00
H -4.431508 0.535895 2.488199 -0.024 0.157 0.189 0.00
C 2.590767 -2.137189 0.878702 -0.985 -0.048 0.570 0.01
C 3.760480 -2.518128 -0.044316 0.261 0.020 -0.196 0.00
H 1.758494 -2.854493 0.766914 0.294 0.106 -0.019 0.00
H 2.889939 -2.210226 1.941703 -0.142 0.160 -0.361 0.00
H 4.064664 -3.559071 0.145654 -0.380 0.258 0.010 0.00
H 3.475938 -2.435408 -1.102074 0.172 -0.132 0.313 0.00
H 4.665054 -1.922273 0.142051 -0.493 -0.193 -0.169 0.00
C 2.073226 -0.111894 -1.243041 -0.612 0.170 -0.160 0.03
C 3.477031 0.341989 -1.688702 0.279 -0.075 -0.079 0.01
H 1.361075 0.690906 -1.483142 0.191 -0.305 -0.110 0.00
H 1.730405 -0.998516 -1.808698 0.276 0.267 0.457 0.01
H 3.500544 0.401142 -2.787928 -0.233 0.070 0.313 0.00
H 3.724244 1.345484 -1.297905 -0.030 -0.521 -0.111 0.00
H 4.260792 -0.385950 -1.432032 -0.346 0.468 -0.017 0.00
C 3.040831 0.712943 1.456068 -0.737 0.475 0.463 0.00
C 4.500704 0.233152 1.452887 0.231 -0.079 -0.209 0.00
H 2.684699 0.793159 2.496576 0.149 0.010 -0.102 0.00
H 2.922871 1.726135 1.033557 0.065 -0.448 0.014 0.00
H 5.138281 0.938498 2.006598 -0.448 -0.156 0.064 0.00
H 4.580422 -0.756514 1.925828 0.179 0.476 -0.144 0.00
H 4.923865 0.209322 0.439502 -0.219 -0.120 0.458 0.00
Br -6.344834 2.091251 1.030316 1.960 0.668 0.496 0.38
P -1.587443 -1.579611 -0.426138 -1.030 -1.459 -1.737 0.00
C -0.553590 -2.560190 -1.627324 0.939 0.587 0.131 0.00
C -1.163936 -3.822030 -2.275144 -0.311 -0.108 -0.051 0.00
H 0.365010 -2.827183 -1.070481 -0.301 0.001 -0.320 0.00
H -0.260434 -1.835324 -2.405385 -0.009 -0.255 0.202 0.00
H -0.392182 -4.265689 -2.921620 -0.102 0.215 0.235 0.00
H -1.431653 -4.602867 -1.543386 0.020 0.408 -0.336 0.00
H -2.017547 -3.598161 -2.938625 0.327 -0.096 0.503 0.00
C -2.592205 -2.907107 0.368717 0.232 0.118 1.029 0.02
C -3.993400 -3.188914 -0.185634 -0.311 -0.117 -0.222 0.00
H -2.634031 -2.647215 1.435158 -0.257 -0.161 -0.023 0.00
H -1.979458 -3.819779 0.329506 -0.034 0.323 0.014 0.00
H -4.514570 -3.863848 0.505987 0.212 0.192 -0.056 0.00
H -4.617260 -2.288370 -0.281308 0.220 -0.269 -0.026 0.00
H -3.960585 -3.723174 -1.147480 0.062 0.361 0.284 0.00
C -2.697612 -0.542816 -1.450981 -0.077 0.556 0.215 0.00
C -3.216876 -1.089986 -2.795651 -0.238 -0.051 -0.209 0.00
H -2.138614 0.390463 -1.628434 -0.142 -0.052 -0.083 0.00
H -3.533754 -0.280281 -0.783367 0.079 0.008 -0.200 0.00
H -3.850153 -0.317139 -3.252170 0.216 -0.104 0.148 0.00
H -2.413532 -1.298660 -3.518766 -0.248 -0.011 0.382 0.00
H -3.866253 -1.969283 -2.676952 0.426 0.231 0.007 0.00
C -0.162681 -0.997483 3.210898 0.049 -3.065 0.779 0.03
O -0.210813 -2.385963 3.627443 0.477 2.333 -0.893 0.01
H -1.085852 -0.988156 2.526423 -0.460 -0.437 1.152 0.01
H 0.764756 -0.862447 2.543605 -0.250 0.314 0.350 -0.03
H -0.151580 -0.284084 4.050635 -0.413 -0.008 -0.438 0.01
H 0.337218 -2.507753 4.423375 -0.117 -0.021 0.020 0.00
```
Forces are in eV/Å.

Computed properties:
- total charge = +4
- 2S+1 = 3
- Kohn-Sham gap (alpha / beta) (eV) = 4.871 / 3.679
- relative energy (zero: lowest compared OMol25 entry of this formula, charge and spin) (kJ/mol) = 212.9


No. 2
# C38H55InNO2P2

C38H55InNO2P2 as an isolated structure in a non-equilibrium geometry (wB97M-V/def2-TZVPD, the Open Molecules 2025 dataset).

Structure (XYZ):
```
99
Properties=species:S:1:pos:R:3:forces:R:3:mulliken_charge:R:1
In -0.465664 2.037005 -3.139587 -0.795 0.387 5.012 0.44
C -0.512869 -3.693197 0.023214 0.208 0.099 0.147 0.13
C 0.810762 -3.811621 -0.486053 0.158 0.071 0.219 0.91
C 0.817870 -2.176428 1.135832 -0.030 0.238 0.377 0.81
C -0.512703 -2.687788 1.027679 0.159 0.305 0.174 0.50
C 1.645558 -2.925143 0.253280 -0.048 0.013 0.024 -0.41
C -1.675082 -4.509634 -0.355038 -0.341 -0.219 -0.294 -1.64
H -1.531671 -4.965690 -1.337040 -0.081 -0.005 0.113 0.39
H -2.594491 -3.914979 -0.374637 0.133 -0.114 0.037 0.39
H -1.830170 -5.323171 0.367701 0.025 0.118 -0.076 0.36
C -1.679759 -2.283158 1.823976 -0.507 -0.160 0.280 -0.49
H -2.504440 -3.003613 1.717878 0.289 0.205 0.032 0.59
H -2.054805 -1.291361 1.513484 0.282 -0.045 0.055 0.11
H -1.426117 -2.209717 2.894948 0.029 0.080 -0.429 -0.08
C 1.283151 -1.079771 2.013747 0.052 0.187 -0.266 0.37
H 1.476858 -1.431134 3.041136 -0.169 0.032 -0.131 0.33
H 0.520635 -0.294450 2.047548 0.082 -0.117 0.096 -0.60
H 2.206435 -0.612960 1.637995 -0.214 -0.284 0.091 0.35
C 3.121374 -2.838607 0.215143 0.404 -0.078 -0.184 -1.23
H 3.554520 -3.296793 1.124469 -0.186 0.137 -0.307 0.34
H 3.473459 -1.794240 0.186055 -0.144 -0.449 0.110 0.35
H 3.517877 -3.373432 -0.660415 0.000 0.213 0.346 0.34
C 1.251302 -4.728141 -1.549140 0.168 -0.152 -0.480 -1.92
H 1.524515 -5.710594 -1.133432 -0.054 0.174 -0.142 0.31
H 2.131051 -4.324196 -2.069776 -0.233 -0.220 0.119 0.44
H 0.450989 -4.879850 -2.284843 0.239 -0.075 0.147 0.45
C -1.850430 2.005508 -4.754880 -0.969 1.686 0.682 -0.25
C -2.391620 0.588350 -4.546871 -1.821 -1.319 -0.335 -0.50
C -1.818896 -0.484073 -5.488339 -0.441 -0.158 -0.168 -0.85
C -0.299885 -0.392560 -5.721081 -1.675 -0.852 -0.333 -1.15
C 0.417739 0.169859 -4.550266 3.469 0.696 -1.723 -0.59
C 1.055001 1.422116 -4.656926 1.371 -2.908 -3.030 0.05
C 0.602385 2.536878 -5.600458 -0.960 -0.809 0.228 -0.66
C -0.926887 2.437419 -5.933275 -0.295 0.653 -0.528 -1.19
H -2.330751 -0.461581 -6.481936 0.238 0.025 0.808 0.37
H -0.078400 0.106624 -6.672969 0.037 0.095 0.555 0.37
H -2.080253 -1.432012 -5.005496 0.144 -0.122 -0.467 0.45
H -1.086401 1.860154 -6.858327 0.082 0.012 0.460 0.30
H -2.688908 2.750275 -4.586079 1.077 -0.867 -0.416 0.60
H -3.477389 0.483281 -4.733319 0.324 0.830 -0.519 0.60
H -1.209259 3.456841 -6.231268 -0.153 -0.243 0.190 0.40
H 0.862822 3.496582 -5.082419 -0.277 -0.450 -0.597 0.33
H 2.155659 1.459843 -4.544261 -0.810 0.224 1.647 0.60
H 1.160018 2.488245 -6.546706 0.185 0.102 0.342 0.46
H 0.035118 -1.437566 -5.875868 0.213 0.532 0.294 0.39
H 0.844913 -0.616220 -3.896820 -0.142 0.854 -0.147 0.61
P -2.679619 0.115079 -2.621210 1.959 2.057 -0.834 0.65
C -4.497527 0.175708 -2.387443 0.222 0.061 -0.014 -1.22
C -2.149516 -1.581132 -2.325172 -0.149 -0.787 0.157 -0.59
P 2.693323 1.409328 -0.871212 -0.969 0.317 -0.717 -0.01
C 0.975965 1.158983 -1.574995 -0.712 -1.466 -1.074 1.06
C 3.328813 -0.074092 -1.826733 0.368 0.359 -0.174 -0.74
C 3.128265 2.800394 -2.034534 0.338 0.002 0.046 -0.70
H -4.735603 0.662810 -1.421474 0.142 -0.275 -0.599 0.34
H -4.858384 -0.858784 -2.391467 -0.286 0.299 -0.090 0.39
H -4.911306 0.762949 -3.226492 -0.078 -0.315 0.505 0.39
H -1.392246 -1.923833 -3.035553 -0.006 0.137 0.052 0.34
H -2.989925 -2.275855 -2.361280 0.004 -0.128 -0.089 0.56
H -1.719744 -1.629320 -1.318229 -0.040 0.095 -0.145 -0.48
H 2.453820 2.765409 -2.908656 0.533 0.084 0.403 -0.07
H 4.179118 2.685389 -2.356400 -0.405 0.324 0.116 0.40
H 2.981368 3.767529 -1.516364 0.185 -0.509 -0.280 0.34
H 1.243957 0.438419 -2.403191 -0.419 0.567 1.154 -1.16
H 0.288451 0.572023 -0.906865 0.304 0.964 -0.246 -0.04
H 4.400235 -0.269134 -1.683976 -0.284 -0.142 0.247 0.48
H 3.191308 0.085184 -2.901996 -0.037 -0.009 0.035 0.25
H 2.695988 -0.925118 -1.530763 0.453 0.220 -0.105 -0.12
C 3.080263 0.243138 6.570022 0.309 -0.177 0.201 -1.74
C 1.747447 -0.174041 6.000253 -0.130 0.146 0.161 1.31
C 1.242130 -1.433145 6.336444 0.107 -0.326 0.182 -0.89
C 0.002932 -1.863619 5.879909 -0.333 0.117 -0.320 -1.28
C -0.740086 -1.025468 5.047550 0.514 0.173 0.172 -0.95
C -0.218076 0.218209 4.657488 0.095 -0.258 0.144 -0.69
N -0.899606 0.891432 3.645147 -0.388 -0.364 -0.133 0.79
C -1.306117 2.202797 3.664109 -0.062 0.339 0.009 0.32
C -1.547782 2.866256 4.881284 0.010 0.316 -0.564 -0.72
C -1.780094 4.243482 4.849422 0.236 -0.590 0.072 -0.37
C -1.747870 4.920511 3.631242 -0.122 0.030 0.088 -0.75
C -1.612410 4.234716 2.424587 -0.239 -0.144 0.209 -0.37
C -1.458110 2.855558 2.411295 0.341 -0.474 0.559 0.05
C -1.330013 2.075958 1.098697 0.041 1.113 -0.130 0.40
O -1.217662 2.793535 0.082464 -0.103 -0.825 -0.134 -0.78
O -1.347744 0.794969 1.143831 -0.017 0.179 -0.668 -0.84
C 1.022353 0.689266 5.166808 -0.477 -0.743 -0.093 1.73
C 1.562047 2.029440 4.781924 0.257 0.201 -0.111 -1.45
H 3.798582 0.520913 5.785507 -0.181 -0.060 0.199 0.35
H 2.985754 1.102270 7.251529 0.008 -0.227 -0.219 0.36
H 3.516234 -0.592835 7.137855 -0.104 0.328 -0.153 0.38
H 1.840464 -2.077815 6.991187 -0.275 0.234 -0.264 0.31
H -0.412595 -2.835252 6.150152 0.244 0.224 0.087 0.41
H -1.736042 -1.285603 4.685348 0.280 0.007 0.211 0.94
H -1.103630 0.459730 2.716658 0.116 0.180 0.671 -0.15
H -1.539839 2.291555 5.811865 0.064 0.263 -0.287 0.43
H -1.949750 4.755420 5.798666 0.030 0.054 -0.385 0.40
H -1.853344 5.991114 3.620773 -0.087 0.234 -0.015 0.40
H -1.634882 4.757066 1.472591 -0.013 -0.067 0.159 0.47
H 1.509262 2.206500 3.702733 -0.193 -0.049 0.077 0.20
H 1.000678 2.829703 5.269483 0.027 0.011 -0.088 0.31
H 2.607569 2.136992 5.070655 -0.104 -0.021 0.001 0.49
```
Forces are in eV/Å.

Computed properties:
- total charge = +1
- 2S+1 = 1
- Kohn-Sham gap (alpha / beta) (eV) = 3.136 / 3.051
- relative energy (zero: lowest compared OMol25 entry of this formula, charge and spin) (kJ/mol) = 86.7


No. 3
# C3H14O5

A 5-piece molecular cluster, C3H14O5 overall in a non-equilibrium geometry (wB97M-V/def2-TZVPD, the Open Molecules 2025 dataset).

Structure (XYZ):
```
22
Properties=species:S:1:pos:R:3:forces:R:3:mulliken_charge:R:1
C -1.397854 0.425051 -1.782687 -0.837 0.175 0.170 -0.98
C -0.639439 1.268674 -1.093626 0.840 -1.608 0.552 0.86
C -1.040861 2.185269 0.029644 0.535 0.481 -1.189 -1.17
O 0.725797 1.203822 -1.130917 1.129 1.072 0.334 -0.57
H -2.467856 0.404698 -1.614357 0.057 0.149 -0.038 0.27
H -1.012667 -0.316050 -2.461441 0.307 0.049 -0.173 0.31
H -2.006093 1.930586 0.422859 -0.303 -0.101 0.332 0.34
H -0.220127 2.175479 0.742218 -0.277 -0.261 0.400 0.29
H -1.042522 3.210653 -0.338369 -0.237 0.176 -0.038 0.31
H 1.232089 0.459504 -1.517896 -1.185 -0.095 -0.298 0.39
O 0.100727 -1.711647 1.143728 -0.139 0.345 -0.338 -0.59
H 1.005962 -1.791037 1.460012 0.013 -0.428 0.358 0.35
H -0.423527 -2.442210 1.487048 0.383 -0.078 0.058 0.28
O 1.838995 -1.273945 -1.561755 0.187 -0.203 0.807 -0.70
H 2.667838 -1.375541 -1.070573 0.177 0.083 -0.419 0.35
H 1.233102 -1.482146 -0.829807 -0.490 -0.064 -0.396 0.32
O -2.647549 -0.350836 1.557312 -0.036 -0.214 0.181 -0.60
H -1.759602 -0.221390 1.907182 0.077 0.082 -0.114 0.31
H -2.626966 -1.263461 1.248142 -0.118 0.181 -0.113 0.28
O 2.817627 -0.697757 1.288358 -0.265 -0.094 -0.103 -0.69
H 3.606248 -0.194159 1.057573 -0.170 0.062 0.079 0.32
H 2.056678 -0.143559 1.057354 0.352 0.290 -0.052 0.31
```
Forces are in eV/Å.

Computed properties:
- 2S+1 = 1
- structure (SMILES) = C=C(C)O.O.O.O.O
- Kohn-Sham gap (eV) = 8.486
- relative energy (zero: lowest compared OMol25 entry of this formula, charge and spin) (kJ/mol) = 95.8


The highest relative energy (zero: lowest compared OMol25 entry of this formula, charge and spin) belongs to which entry? C26H42BrNOP2W